1.
{
  "formula": "C56H140AsF10N9O15S4",
  "method": "wB97M-V/def2-TZVPD",
  "homo_ev": -15.9,
  "gap_ha": 0.34800,
  "energy_ha": -8664.91634,
  "lumo_ev": -6.44,
  "total_charge": 4,
  "elements": ["C", "C", "N", "C", "C", "C", "C", "C", "O", "C", "H", "H", "H", "H", "H", "H", "H", "H", "H", "H", "H", "H", "H", "H", "H", "H", "H", "H", "H", "H", "C", "C", "N", "C", "C", "C", "C", "C", "O", "C", "H", "H", "H", "H", "H", "H", "H", "H", "H", "H", "H", "H", "H", "H", "H", "H", "H", "H", "H", "H", "C", "C", "N", "C", "C", "C", "C", "C", "O", "C", "H", "H", "H", "H", "H", "H", "H", "H", "H", "H", "H", "H", "H", "H", "H", "H", "H", "H", "H", "H", "C", "C", "N", "C", "C", "C", "C", "C", "O", "C", "H", "H", "H", "H", "H", "H", "H", "H", "H", "H", "H", "H", "H", "H", "H", "H", "H", "H", "H", "H", "C", "C", "N", "C", "C", "C", "C", "C", "O", "C", "H", "H", "H", "H", "H", "H", "H", "H", "H", "H", "H", "H", "H", "H", "H", "H", "H", "H", "H", "H", "C", "C", "N", "C", "C", "C", "C", "C", "O", "C", "H", "H", "H", "H", "H", "H", "H", "H", "H", "H", "H", "H", "H", "H", "H", "H", "H", "H", "H", "H", "C", "C", "N", "C", "C", "C", "C", "C", "O", "C", "H", "H", "H", "H", "H", "H", "H", "H", "H", "H", "H", "H", "H", "H", "H", "H", "H", "H", "H", "H", "As", "F", "F", "F", "F", "F", "F", "N", "S", "O", "O", "F", "S", "O", "O", "F", "N", "S", "O", "O", "F", "S", "O", "O", "F"],
  "positions_angstrom": [[-36.50691, -4.17809, -7.83684], [-35.55508, -5.11486, -7.06152], [-35.22077, -6.29325, -7.94270], [-34.37266, -5.82957, -9.04729], [-34.38897, -7.27458, -7.10798], [-33.95386, -8.57292, -7.88272], [-36.43119, -7.02845, -8.47465], [-37.28903, -7.78648, -7.45069], [-37.65314, -7.04469, -6.32060], [-39.08394, -6.84830, -6.21883], [-36.19776, -4.03095, -8.84553], [-36.56027, -3.18296, -7.35718], [-37.49367, -4.60385, -7.75370], [-36.01905, -5.39825, -6.13253], [-34.57160, -4.69871, -6.89737], [-34.95126, -5.24920, -9.74197], [-34.05935, -6.71780, -9.56288], [-33.43411, -5.29691, -8.75061], [-35.04871, -7.44246, -6.27204], [-33.54645, -6.75668, -6.67299], [-33.29931, -8.50210, -8.73155], [-34.78983, -9.13222, -8.24712], [-33.45275, -9.26985, -7.16083], [-36.08593, -7.71079, -9.23648], [-37.09380, -6.32287, -8.94992], [-36.76800, -8.68411, -7.07812], [-38.16892, -8.15378, -8.05977], [-39.16510, -6.20587, -5.32712], [-39.60550, -7.75445, -6.08578], [-39.48792, -6.32144, -7.09311], [-27.14265, -14.92049, -1.74463], [-26.96489, -14.88416, -3.29557], [-28.09444, -14.18125, -4.07412], [-28.31313, -12.77123, -3.59973], [-27.64738, -14.17045, -5.61244], [-28.71820, -13.58521, -6.50513], [-29.45626, -14.86916, -3.86304], [-29.50507, -16.39476, -4.04321], [-28.74858, -16.80951, -5.20686], [-28.80949, -18.24768, -5.41626], [-28.08864, -15.32998, -1.38912], [-26.99927, -13.92502, -1.27610], [-26.39337, -15.70442, -1.50616], [-26.83968, -15.85274, -3.76933], [-26.12729, -14.22050, -3.47243], [-28.29187, -12.79731, -2.54512], [-29.30858, -12.49839, -3.93984], [-27.56270, -12.11158, -4.00372], [-27.33945, -15.16535, -5.88868], [-26.75060, -13.53163, -5.66872], [-29.52178, -14.24743, -6.51499], [-28.31893, -13.54201, -7.51311], [-29.09693, -12.62703, -6.14844], [-30.11176, -14.38180, -4.56556], [-29.79918, -14.62543, -2.80418], [-30.51897, -16.69297, -4.15405], [-29.18394, -16.98762, -3.17975], [-28.51249, -18.84665, -4.50755], [-28.20330, -18.39976, -6.32425], [-29.87283, -18.42723, -5.68185], [-33.48468, -17.91939, -5.27909], [-34.97002, -17.41310, -5.04847], [-35.14501, -16.28908, -4.03393], [-34.91442, -16.80743, -2.65807], [-34.19331, -15.16717, -4.38623], [-34.27671, -14.58160, -5.78646], [-36.59049, -15.76075, -3.99605], [-37.76981, -16.63091, -4.52403], [-37.71958, -16.56158, -5.92185], [-38.73903, -17.33664, -6.63766], [-33.45991, -18.50073, -6.19876], [-33.06599, -18.58328, -4.51787], [-32.75427, -17.11568, -5.50418], [-35.53466, -18.27738, -4.69639], [-35.32582, -17.12509, -6.04013], [-33.89829, -17.09594, -2.45298], [-35.55158, -17.65595, -2.44081], [-35.00457, -15.96735, -1.94753], [-33.17646, -15.53430, -4.19173], [-34.31682, -14.33273, -3.65702], [-35.31935, -14.34027, -5.96091], [-33.86105, -15.29414, -6.51276], [-33.55498, -13.78079, -5.82922], [-36.55716, -14.89921, -4.65143], [-36.77902, -15.41574, -2.96852], [-38.68343, -16.27204, -4.03644], [-37.61305, -17.66252, -4.17809], [-39.62742, -16.76040, -6.55693], [-38.90470, -18.27235, -6.11321], [-38.42057, -17.52836, -7.64183], [-27.51974, -5.07959, -7.30083], [-28.36309, -6.10946, -8.04353], [-28.02083, -7.63656, -7.84475], [-27.79364, -7.78806, -6.38129], [-29.06437, -8.55013, -8.43875], [-30.35523, -8.61694, -7.65087], [-26.66964, -7.86989, -8.59272], [-26.72802, -7.73329, -10.09980], [-26.96637, -8.93371, -10.71735], [-27.04545, -8.91819, -12.14657], [-27.71432, -4.09295, -7.73507], [-26.45488, -5.29217, -7.48346], [-27.77097, -5.23293, -6.26303], [-28.49334, -5.92308, -9.09477], [-29.38560, -5.92222, -7.74084], [-27.64053, -8.84045, -6.24748], [-28.75742, -7.59313, -5.88173], [-27.01276, -7.15456, -5.95578], [-28.55551, -9.52785, -8.55017], [-29.20008, -8.20545, -9.44894], [-30.77190, -7.66272, -7.48837], [-30.23305, -9.16690, -6.70336], [-31.04225, -9.22625, -8.23931], [-26.44465, -8.86651, -8.28330], [-26.00701, -7.11529, -8.14251], [-25.73820, -7.29275, -10.36918], [-27.45010, -6.91013, -10.35960], [-26.19403, -8.42909, -12.63733], [-27.99268, -8.47041, -12.52115], [-26.97966, -9.93695, -12.49596], [-25.71279, -7.24256, 0.74083], [-26.55530, -8.36813, 0.00999], [-26.03261, -8.82433, -1.33182], [-26.96154, -9.90271, -1.87017], [-25.94040, -7.65156, -2.30999], [-27.26169, -6.86378, -2.43502], [-24.62195, -9.39954, -1.17043], [-24.44466, -10.60807, -0.22901], [-25.02535, -11.78476, -0.67477], [-24.50926, -12.88389, 0.01554], [-24.75666, -7.64309, 1.01067], [-26.24783, -7.00997, 1.64299], [-25.65620, -6.42640, 0.06618], [-27.61523, -8.01729, -0.03589], [-26.69909, -9.23703, 0.62993], [-26.60441, -10.21929, -2.84197], [-27.95957, -9.49754, -2.06784], [-26.97500, -10.71827, -1.17681], [-25.67463, -8.14548, -3.24813], [-25.05493, -7.04813, -2.05899], [-27.38376, -6.27323, -1.55982], [-28.17202, -7.42712, -2.59375], [-27.23962, -6.18071, -3.28302], [-24.01742, -8.59867, -0.80143], [-24.31281, -9.56960, -2.21667], [-24.82399, -10.25264, 0.73046], [-23.33523, -10.65027, -0.16912], [-23.43222, -12.86501, -0.01836], [-24.87130, -13.74302, -0.53077], [-24.92558, -12.75394, 1.02504], [-35.46366, -10.55332, -0.62836], [-35.45026, -9.33766, -1.48459], [-36.52681, -9.08182, -2.50311], [-36.13751, -7.79368, -3.14869], [-36.47140, -10.12132, -3.59177], [-35.07084, -10.58681, -4.00797], [-37.75751, -9.05762, -1.75232], [-39.03420, -8.89992, -2.59979], [-39.01278, -7.73606, -3.27418], [-39.56611, -6.65054, -2.58388], [-36.15841, -10.56828, 0.19861], [-34.60183, -10.63090, 0.03257], [-35.43514, -11.49188, -1.19905], [-34.51379, -9.21606, -2.04185], [-35.43955, -8.44823, -0.86497], [-36.06018, -6.98167, -2.43388], [-36.85143, -7.58436, -3.95568], [-35.10465, -7.91512, -3.53068], [-37.09122, -9.71118, -4.39563], [-36.98712, -11.02208, -3.23869], [-34.69045, -11.16397, -3.20084], [-34.40029, -9.80173, -4.33261], [-35.27494, -11.38724, -4.74051], [-37.68185, -8.17997, -1.12545], [-37.81466, -9.94837, -1.09005], [-39.91025, -8.95340, -1.92935], [-39.13270, -9.73964, -3.29753], [-40.63338, -6.71160, -2.61405], [-39.27344, -5.77406, -3.14306], [-39.20176, -6.55147, -1.54562], [-32.11185, -7.81864, 0.53323], [-31.30267, -6.88105, 1.48063], [-31.36387, -5.43134, 1.24729], [-30.32298, -4.86717, 2.08631], [-31.18140, -5.13673, -0.21002], [-29.89194, -5.76943, -0.75394], [-32.74097, -4.85629, 1.74569], [-33.17525, -3.58081, 1.00209], [-32.13318, -2.68661, 1.00873], [-32.43559, -1.37685, 0.44451], [-33.16949, -7.79131, 0.79667], [-31.76970, -8.86577, 0.75327], [-31.92569, -7.61514, -0.50127], [-30.25908, -7.17082, 1.49085], [-31.49154, -7.02432, 2.55378], [-30.52545, -5.13376, 3.09458], [-30.27611, -3.80752, 1.91281], [-29.38897, -5.31999, 1.73339], [-30.98247, -4.09177, -0.21891], [-32.01419, -5.49978, -0.78059], [-29.94106, -5.71196, -1.84874], [-29.74111, -6.81862, -0.65161], [-29.09376, -5.18484, -0.36198], [-32.60466, -4.73421, 2.81654], [-33.54529, -5.57713, 1.60718], [-34.01812, -3.13487, 1.53491], [-33.50784, -3.77760, -0.04126], [-33.36884, -0.99721, 0.88232], [-32.41735, -1.46902, -0.63773], [-31.62295, -0.75224, 0.71611], [-30.87091, -9.61894, -3.44892], [-32.35154, -10.07139, -2.55760], [-30.66352, -8.19149, -2.54398], [-29.47167, -9.35849, -4.34350], [-31.02935, -11.11105, -4.34886], [-31.92115, -8.80382, -4.58427], [-30.02915, -10.48582, -2.23546], [-32.22000, -4.49968, -5.39942], [-31.31126, -5.15992, -4.21005], [-30.25669, -6.12735, -4.66408], [-32.15139, -5.55613, -3.09376], [-30.45233, -3.88237, -3.70598], [-31.09468, -4.26273, -6.60187], [-31.31239, -5.15889, -7.67989], [-29.79863, -3.95243, -6.18233], [-31.79535, -2.87361, -7.20736], [-33.05636, -15.18749, -0.57743], [-31.70651, -16.03649, -0.67911], [-30.51512, -15.24241, -0.39974], [-31.73823, -16.72149, -1.95459], [-31.91115, -17.07579, 0.53027], [-32.82329, -13.72863, -1.28058], [-34.19440, -13.43382, -1.75832], [-31.70622, -13.56227, -2.19398], [-32.47466, -12.78067, -0.00095]]
}

---

2.
{
  "formula": "C4H13NOS",
  "method": "wB97M-V/def2-TZVPD",
  "homo_ev": -8.7,
  "gap_ha": 0.35402,
  "energy_ha": -688.32584,
  "lumo_ev": 0.89,
  "smiles": "CN[C@@H](C)CS.O",
  "elements": ["C", "N", "C", "C", "S", "C", "H", "H", "H", "H", "H", "H", "H", "H", "H", "H", "H", "H", "H", "O"],
  "positions_angstrom": [[-0.54532, 0.74912, 0.61181], [-0.42013, -0.52658, -0.18503], [0.89523, -1.05127, -0.40418], [0.85083, -2.28658, -1.14714], [2.57313, -3.16993, -1.41186], [1.74480, -1.09829, 0.89597], [-0.25110, 0.56906, 1.67441], [-1.65051, 1.09449, 0.65188], [0.02219, 1.55211, 0.24776], [-0.92829, -0.59440, -1.00608], [1.57462, -0.33206, -1.00422], [0.39056, -2.27955, -2.10513], [0.37722, -3.07452, -0.50824], [3.18373, -2.02497, -1.76349], [2.54789, -1.88104, 1.00507], [1.00169, -1.25257, 1.79394], [2.32859, -0.20055, 1.00089], [-4.69128, 5.15895, 1.36042], [-4.69292, 5.63765, -0.16754], [-4.31089, 5.01093, 0.46076]]
}

---

3.
{
  "formula": "C34H50P2Yb",
  "method": "wB97M-V/def2-TZVPD",
  "homo_ev": [-9.7, -9.7],
  "gap_ha": [0.27615, 0.21325],
  "energy_ha": -3166.59663,
  "lumo_ev": [-2.21, -3.90],
  "total_charge": 1,
  "spin_multiplicity": 2,
  "elements": ["Yb", "C", "C", "C", "C", "C", "C", "H", "H", "H", "C", "H", "H", "H", "C", "H", "H", "H", "C", "H", "H", "H", "C", "H", "H", "H", "C", "C", "C", "C", "C", "C", "C", "C", "H", "H", "H", "H", "H", "H", "H", "H", "H", "H", "H", "H", "P", "P", "C", "C", "H", "H", "H", "H", "C", "H", "H", "H", "C", "H", "H", "H", "C", "H", "H", "H", "C", "H", "H", "H", "C", "C", "C", "C", "C", "C", "C", "C", "C", "C", "H", "H", "H", "H", "H", "H", "H"],
  "positions_angstrom": [[0.16724, -0.89650, 1.34890], [-0.39791, -3.03480, 2.35498], [0.94155, -3.11315, 1.87873], [0.85985, -1.49003, 3.52155], [-0.45326, -2.01780, 3.35127], [1.72247, -2.15389, 2.59761], [-1.58529, -3.75965, 1.83155], [-1.31624, -4.40526, 0.98636], [-2.36971, -3.05826, 1.50702], [-2.05456, -4.40881, 2.58851], [-1.66117, -1.46984, 4.00717], [-2.56660, -2.02637, 3.74424], [-1.78828, -0.40865, 3.72160], [-1.56846, -1.48482, 5.10381], [1.19090, -0.35711, 4.41214], [0.84061, -0.58438, 5.43081], [0.68322, 0.58185, 4.11559], [2.27067, -0.17799, 4.45654], [3.15712, -1.83216, 2.38889], [3.73381, -2.30463, 3.19775], [3.38581, -0.75563, 2.43275], [3.53816, -2.22970, 1.44049], [1.42973, -3.97939, 0.76817], [1.89109, -4.90147, 1.15291], [2.19861, -3.46930, 0.17294], [0.61113, -4.28487, 0.10547], [-1.44380, 0.27597, -4.65308], [-1.55778, -1.06141, -4.78105], [-0.79649, -1.86632, -5.78501], [0.66981, -1.39361, -5.98232], [1.35383, -0.78202, -4.79651], [1.57245, 0.54750, -4.65428], [0.72456, 1.61415, -5.27654], [-0.75314, 1.21929, -5.58141], [-1.30789, -1.81369, -6.76536], [0.69463, -0.70906, -6.84528], [-0.81395, -2.93229, -5.50414], [-0.84093, 0.88349, -6.62794], [-2.06961, 0.79111, -3.92423], [-2.37202, -1.60216, -4.28383], [-1.33254, 2.15453, -5.49978], [0.73232, 2.50910, -4.62519], [2.47367, 0.92346, -4.14283], [1.17294, 1.94436, -6.23470], [1.24983, -2.28829, -6.25703], [1.84143, -1.50125, -4.12088], [-1.01441, -0.46547, -1.12857], [2.07654, 0.70706, -0.30377], [-0.10353, 0.76021, -2.13939], [1.05977, 1.58162, -1.57422], [-0.83402, 1.45943, -2.55949], [0.22379, 0.11002, -2.95842], [1.72886, 1.88273, -2.39742], [0.66688, 2.49836, -1.10918], [2.76523, 2.13594, 0.60049], [3.44053, 1.77573, 1.38901], [1.95042, 2.70756, 1.06861], [3.31853, 2.77689, -0.09861], [3.53012, 0.14136, -1.25708], [3.92650, 0.97102, -1.85681], [3.24302, -0.69013, -1.91222], [4.29398, -0.20651, -0.54803], [-2.74046, -0.18054, -1.59917], [-3.37325, -0.96226, -1.15747], [-2.82676, -0.21616, -2.69401], [-3.04452, 0.80511, -1.21500], [-0.51510, -2.06090, -1.89367], [0.47526, -2.40278, -1.54439], [-0.48810, -1.98063, -2.98904], [-1.26746, -2.81544, -1.62615], [-2.11675, 3.90613, 6.31749], [-1.67299, 2.58445, 6.53883], [-1.31991, 1.77900, 5.47086], [-1.36130, 2.26592, 4.13128], [-1.01226, 1.51423, 2.99011], [-1.12411, 2.00199, 1.72084], [-1.56530, 3.35599, 1.51286], [-1.91918, 4.13276, 2.59579], [-1.82882, 3.63337, 3.91988], [-2.20295, 4.41146, 5.02863], [-2.39828, 4.52846, 7.16407], [-1.61554, 2.20202, 7.55443], [-1.01494, 0.74721, 5.65892], [-0.91253, 1.39961, 0.82723], [-1.62463, 3.73980, 0.49558], [-2.28870, 5.15157, 2.45247], [-2.57145, 5.42353, 4.84837]]
}

---

4.
{
  "formula": "C4H10N3O2S",
  "method": "wB97M-V/def2-TZVPD",
  "homo_ev": [-13.1, -12.9],
  "gap_ha": [0.27962, 0.27188],
  "energy_ha": -870.94689,
  "lumo_ev": [-5.46, -5.51],
  "total_charge": 1,
  "smiles": "[H]/N=[N+](C)/C=[NH+]\\C=[S@](C)(=O)[O-]",
  "elements": ["C", "C", "C", "C", "N", "N", "N", "O", "O", "S", "H", "H", "H", "H", "H", "H", "H", "H", "H", "H"],
  "positions_angstrom": [[0.65292, 1.33411, -0.08397], [-1.69798, 1.38930, 0.65993], [2.23786, -0.00544, -1.17922], [-2.31871, -1.51033, 0.78572], [0.88225, -0.90331, 0.52413], [1.18561, 0.09704, -0.17400], [-0.49206, 1.84787, 0.45550], [-1.19019, -0.23754, -1.27459], [-3.53239, 0.32487, -0.73233], [-2.23647, -0.08107, -0.30227], [1.25657, 2.09860, -0.55038], [-2.46364, 2.05105, 1.02519], [2.85547, -0.88123, -0.98621], [1.75884, -0.12224, -2.15428], [2.87245, 0.87578, -1.20442], [-1.54694, -2.20632, 0.48522], [-2.16290, -1.18182, 1.80503], [-3.30700, -1.94053, 0.67475], [1.45190, -1.71963, 0.32526], [-0.36584, 2.84708, 0.64250]]
}